Here is C48H120F4N10O24S4Sn as an isolated structure from OMol25. Energies are from wB97M-V/def2-TZVPD.

<S²> ... 0.755
Spin multiplicity ... 2
Total energy ... -175778.489 eV
LUMO energy (alpha / beta) ... -5.25 / -6.88 eV
Frontier orbital gap (alpha / beta) ... 4.70 / 3.07 eV
Charge ... +1
Energy above the lowest of the compared OMol25 structures with the same formula, charge and spin ... 0.000 eV

Structure (XYZ):
```
211
Properties=species:S:1:pos:R:3:forces:R:3
Sn -1.976306 1.592384 2.546200 -0.141 -0.537 -0.743
N 0.062867 0.700608 0.564406 -5.660 0.313 -2.942
S 1.509431 0.458810 0.510250 9.892 -1.925 5.930
O 2.321096 1.580073 0.130421 -0.401 -0.904 -0.410
O 1.970784 -0.906560 0.250241 -0.569 2.202 -0.393
F 1.642173 0.466095 2.176433 0.012 0.227 -0.970
S -0.156259 0.382719 -1.043352 -5.315 1.726 -4.334
O -0.034190 -0.977786 -1.445042 1.013 -0.078 -0.005
O 0.220990 1.448954 -1.998119 -0.458 -2.311 2.732
F -1.785143 0.431097 -1.008118 1.035 0.896 0.442
N -4.688426 0.695968 1.774231 -0.013 -2.204 4.132
S -5.411040 -0.488562 2.785698 -3.131 -0.192 5.431
O -4.652938 -1.696310 3.047541 -0.607 1.967 -0.892
O -6.896979 -0.500844 2.823205 3.978 -0.362 -1.473
F -5.226496 0.397003 4.146523 1.094 -0.252 -0.613
S -5.290105 0.065788 0.523741 -0.047 0.021 -10.120
O -6.591047 0.424549 0.078545 -0.612 -0.250 1.554
O -4.802886 -1.238289 0.114494 -0.298 0.948 1.569
F -4.485029 1.063301 -0.485466 0.739 -0.205 0.426
C 3.759372 1.123546 6.948446 -0.098 -1.188 0.324
O 3.014392 0.113294 6.262782 -1.515 0.198 -0.869
C 1.679856 0.555816 5.902374 0.646 0.000 -0.671
C 0.844377 -0.463590 5.082118 0.525 -1.220 1.396
N -0.574179 -0.149449 5.000177 -1.499 0.577 -1.287
C -1.526705 -1.298751 4.924503 0.654 -0.271 -0.714
C -1.391312 -2.163114 3.664101 0.426 0.370 -0.602
O -1.479829 -1.375703 2.493835 -0.491 1.247 -0.886
C -1.795933 -2.078435 1.271141 -0.663 -0.012 0.409
H 4.730685 0.650231 7.092043 0.167 0.413 -0.177
H 3.350459 1.259716 7.949619 -0.217 0.309 0.076
H 3.826887 2.075446 6.421729 -0.004 -0.068 -0.165
H 1.770864 1.423454 5.248909 0.127 0.490 0.085
H 1.158482 0.857900 6.810673 -0.275 -0.076 0.142
H 0.854080 -1.407552 5.627046 0.493 -0.339 0.240
H 1.256953 -0.703139 4.102077 0.077 0.474 -0.012
H -0.915785 0.532453 5.662304 0.319 -0.211 0.390
H -2.541038 -0.910092 5.014902 -0.035 0.024 -0.097
H -1.389183 -2.061671 5.690745 0.205 0.300 0.722
H -2.130694 -2.963419 3.633665 -0.374 0.149 0.281
H -0.423861 -2.658551 3.582270 0.323 -0.096 0.559
H -2.079578 -1.350162 0.511375 0.280 0.005 0.151
H -2.685368 -2.689997 1.422795 -0.075 -0.064 0.168
H -0.997867 -2.725063 0.906347 0.376 0.214 0.200
C 0.108572 -1.593141 -5.943527 0.334 0.301 -0.094
O 1.376695 -2.262377 -6.038692 0.599 -0.369 1.302
C 1.508587 -3.379943 -5.135490 -0.903 0.391 -1.585
C 1.704376 -3.088388 -3.641723 0.231 -2.241 -0.455
N 3.065162 -2.817497 -3.329983 -1.621 3.962 -0.179
C 3.563426 -1.569811 -3.904865 2.086 -0.852 0.114
C 2.910423 -0.285550 -3.299472 -0.603 0.947 -0.544
O 3.666407 0.851828 -3.643422 0.950 -1.309 0.133
C 3.175101 2.128442 -3.209354 0.447 -0.397 -0.246
H 0.223373 -0.525729 -6.132074 0.462 -0.016 -0.244
H -0.290330 -1.637843 -4.930126 -0.264 -0.384 -0.071
H -0.567931 -1.988072 -6.701457 -0.187 -0.216 0.384
H 2.314190 -4.025594 -5.485137 0.197 0.321 -0.139
H 0.600834 -3.972119 -5.251277 -0.216 -0.114 0.371
H 1.497764 -4.015117 -3.106401 -0.523 -0.036 0.079
H 0.974667 -2.348613 -3.312567 0.211 0.679 0.348
H 3.288619 -2.859980 -2.345925 0.436 -0.824 0.449
H 3.503137 -1.593433 -4.992948 -0.381 0.087 0.081
H 4.615180 -1.573943 -3.618705 0.207 0.417 -0.117
H 2.730794 -0.396196 -2.230085 0.164 0.020 0.239
H 1.951931 -0.212405 -3.813311 -0.538 -0.100 0.077
H 3.932659 2.880555 -3.429636 0.126 -0.298 -0.465
H 3.103161 2.175845 -2.122760 -0.852 -0.202 -0.060
H 2.302387 2.301339 -3.839092 -0.411 0.481 0.727
C -5.562169 1.915237 -10.272317 0.607 -0.103 -0.450
O -4.848654 1.273635 -9.236702 -0.789 -0.479 0.598
C -5.773242 0.843176 -8.215315 0.414 -0.686 -0.505
C -4.994132 0.147066 -7.095885 -0.568 1.690 -0.229
N -4.060056 1.139216 -6.587906 0.818 -0.869 0.516
C -2.984929 0.553296 -5.781034 -0.577 1.532 0.974
C -2.247183 1.651205 -4.997731 -0.186 -0.374 -1.693
O -1.711703 2.525065 -5.969054 1.249 1.536 1.073
C -1.044839 3.627633 -5.273355 -0.603 -0.426 -1.286
H -6.070035 2.807526 -9.906281 0.033 0.201 -0.053
H -6.293278 1.275967 -10.767206 -0.235 -0.318 0.254
H -4.828647 2.141735 -11.046106 -0.027 0.384 0.125
H -6.447530 0.094525 -8.631202 -0.276 0.019 -0.268
H -6.361046 1.713552 -7.923717 0.024 0.004 0.512
H -4.592713 -0.781290 -7.502243 0.488 -0.118 -0.059
H -5.659397 -0.095326 -6.267174 -0.281 -0.257 -0.114
H -3.666360 1.647336 -7.366959 0.176 0.069 -0.052
H -2.262951 -0.026174 -6.356412 0.112 -0.257 -0.093
H -3.412162 -0.035921 -4.969621 -0.255 -0.513 -0.261
H -1.447215 1.167312 -4.437379 0.168 0.118 0.496
H -2.905475 2.268009 -4.385938 -0.289 -0.493 0.451
H -1.714709 4.162919 -4.600428 -0.314 -0.291 0.247
H -0.774624 4.369495 -6.024827 0.274 -0.269 -0.086
H -0.172793 3.281634 -4.718438 0.079 -0.089 -0.014
C -0.797216 -5.054384 -10.352460 -0.049 -0.362 -0.146
O -1.854124 -4.562966 -9.598001 -1.403 0.654 1.510
C -1.744615 -4.758929 -8.183647 0.530 0.067 0.021
C -2.790160 -3.967665 -7.381937 -0.468 -0.396 -0.775
N -2.520929 -3.790585 -5.937937 0.106 -0.170 -1.280
C -3.589904 -3.103479 -5.201641 1.665 0.680 1.696
C -2.961394 -2.672112 -3.850741 -0.847 0.234 1.181
O -3.037497 -3.717660 -2.890200 0.112 -1.058 -1.034
C -2.359401 -3.606528 -1.663478 -0.480 -0.117 -0.218
H -0.545605 -6.084197 -10.098904 0.021 -0.250 0.146
H 0.094207 -4.443358 -10.210665 0.183 0.124 -0.288
H -1.183920 -5.058092 -11.371558 0.510 0.180 -0.108
H -0.772410 -4.389979 -7.856842 0.453 -0.156 0.108
H -1.830437 -5.828857 -7.993925 0.180 -0.207 0.229
H -3.728653 -4.513192 -7.480600 -0.420 0.271 -0.384
H -2.835186 -3.029146 -7.934426 -0.354 0.353 0.433
H -2.504827 -4.732418 -5.573524 0.219 -0.165 0.348
H -4.467735 -3.713027 -4.987274 -0.165 0.011 -0.179
H -3.874060 -2.125962 -5.591263 -0.035 -0.404 -0.888
H -3.489615 -1.809316 -3.444934 -0.632 0.174 0.067
H -1.955033 -2.260826 -3.929369 0.425 -0.513 -0.444
H -2.184640 -4.596946 -1.243203 -0.013 -0.292 -0.368
H -3.045007 -3.143793 -0.953604 0.413 0.717 0.207
H -1.383224 -3.140190 -1.796521 -0.026 0.482 0.285
C 3.698850 4.378649 4.109662 -0.179 -1.108 -1.292
O 3.242522 4.176286 2.743969 -0.541 0.187 1.118
C 1.893918 3.698370 2.714901 0.314 1.761 -1.260
C 0.927551 4.927577 2.653734 0.783 -0.856 1.047
N -0.478713 4.527030 2.641054 -0.029 -0.644 0.448
C -1.356155 5.664301 2.634850 -0.979 0.855 -2.005
C -1.358083 6.319699 1.245458 -0.858 1.305 0.212
O -0.780867 7.635133 1.219827 0.209 0.036 -1.125
C -0.941360 8.225334 -0.116488 0.169 -0.594 0.941
H 3.499704 3.427627 4.603626 0.268 -0.091 0.429
H 3.175258 5.148624 4.676323 0.114 0.369 -0.316
H 4.775516 4.518597 4.013207 -0.181 0.313 0.353
H 1.742333 2.973856 3.515021 -0.366 0.013 0.177
H 1.781033 3.237258 1.733715 0.044 -0.456 0.212
H 1.223814 5.519406 1.787676 -0.444 -0.267 -0.320
H 1.078683 5.617342 3.484089 0.228 -0.018 0.378
H -0.748438 4.093214 3.512350 0.836 -0.333 0.607
H -1.220981 6.464276 3.362769 0.601 -0.135 0.424
H -2.368311 5.282492 2.768504 -0.052 -0.056 0.144
H -2.418798 6.471037 1.045262 -0.185 -0.155 -0.620
H -0.925104 5.677123 0.478830 0.095 -0.121 0.036
H -1.994738 8.263916 -0.393994 -0.159 0.006 0.103
H -0.415881 7.641911 -0.872516 0.083 -0.279 0.036
H -0.524039 9.231241 -0.162353 -0.032 -0.110 0.534
C -5.219807 7.211138 4.773140 -0.835 -0.119 -1.656
O -5.724900 5.943709 4.311153 0.123 -0.228 1.072
C -4.975356 4.793349 4.746478 -0.244 0.828 0.022
C -5.492889 3.558937 4.006578 -0.170 0.376 0.926
N -4.877279 3.337011 2.732148 1.139 0.611 0.177
C -5.120847 4.473759 1.841070 1.853 -0.677 -1.163
C -4.594376 4.182732 0.422135 -0.687 -0.066 -0.545
O -3.184248 3.985570 0.350728 1.038 -0.571 0.246
C -2.615519 3.957219 -0.961029 0.508 -0.127 -0.807
H -4.410237 7.492423 4.099661 0.754 -0.040 0.495
H -5.014705 7.339847 5.835908 0.142 -0.484 -0.023
H -5.988818 7.922827 4.472760 -0.227 -0.010 0.386
H -5.098357 4.628241 5.816856 -0.206 0.140 0.230
H -3.927015 5.053650 4.600475 0.442 -0.499 -0.265
H -6.555031 3.787036 3.917664 -0.401 -0.132 -0.268
H -5.449917 2.673523 4.640853 0.320 0.052 -0.083
H -4.914232 2.394221 2.371750 -0.932 0.437 -0.286
H -4.552380 5.321260 2.224068 -0.173 0.149 0.100
H -6.167787 4.773895 1.797140 -0.148 -0.171 -0.040
H -4.848269 4.997594 -0.255827 -0.127 0.331 0.116
H -5.104203 3.308816 0.016611 -0.026 -0.223 -0.004
H -2.671667 4.895554 -1.512833 -0.750 0.298 0.212
H -2.893334 3.141330 -1.628297 -1.204 -0.126 0.260
H -1.542894 3.771976 -1.018076 0.365 0.081 1.384
C 10.173267 -1.017692 6.827936 -0.338 -0.659 -0.146
O 9.041166 -1.083121 5.960382 0.772 1.590 0.570
C 8.379568 -2.288521 6.009049 -2.090 -0.187 -1.065
C 7.067395 -2.145872 5.199757 0.601 -1.006 -1.478
N 7.344902 -2.272171 3.740300 0.301 -0.041 0.803
C 6.169784 -2.329585 2.891706 -0.904 1.585 0.329
C 5.211215 -1.123794 3.095463 0.392 0.725 -0.956
O 5.828354 0.168067 2.803333 0.389 -0.627 0.551
C 4.940182 1.227837 3.086469 -0.518 -0.347 0.320
H 11.021854 -1.548150 6.395940 0.143 -0.036 -0.166
H 9.913465 -1.540433 7.748453 0.115 0.191 0.332
H 10.471912 0.009717 7.036121 -0.333 -0.020 -0.183
H 7.925678 -2.559964 6.962150 0.985 0.007 0.877
H 9.019764 -3.057845 5.577314 -0.231 -0.492 0.185
H 6.549971 -1.209406 5.408109 0.169 0.207 0.451
H 6.402637 -2.964137 5.476565 -0.040 -0.094 0.113
H 7.900975 -1.443453 3.584977 0.056 0.112 -0.840
H 5.568674 -3.209806 3.119698 0.056 -0.125 0.158
H 6.358764 -2.396337 1.820290 0.719 0.000 0.078
H 4.825315 -1.147023 4.114607 -0.207 0.265 0.114
H 4.403047 -1.142863 2.364307 -0.527 -0.640 0.173
H 5.352692 2.224038 2.926703 0.451 -0.355 -0.311
H 4.610766 1.186951 4.124694 0.070 -0.048 0.439
H 4.017297 1.137591 2.513552 -0.063 0.052 -0.391
C 2.702077 -6.233601 -0.812483 -0.828 -0.621 -1.453
O 2.288171 -5.702709 0.388631 0.795 -0.804 1.634
C 2.247384 -4.326516 0.473999 -0.679 1.650 0.240
C 1.937573 -3.800977 1.914207 1.239 -0.563 0.341
N 2.996545 -4.200495 2.872384 -0.851 0.064 0.132
C 2.757424 -3.791198 4.274358 1.064 -0.476 -0.257
C 3.760096 -4.548478 5.170499 -0.407 -0.625 0.348
O 3.572873 -5.980022 5.164953 0.099 0.253 -0.461
C 2.372915 -6.376660 5.803129 0.185 0.578 0.496
H 2.774660 -7.318129 -0.730984 0.173 0.133 0.243
H 3.582984 -5.856368 -1.331893 0.741 0.384 0.845
H 1.939674 -6.058864 -1.571636 -0.625 0.001 -0.274
H 1.442637 -4.009795 -0.189455 -0.436 0.544 -0.143
H 3.150992 -3.868153 0.072130 0.514 0.053 0.226
H 0.935944 -4.126860 2.194643 -0.253 -0.454 0.141
H 1.927718 -2.718128 2.038527 -0.125 0.202 -0.977
H 3.105018 -5.204498 2.854627 0.035 -0.252 0.053
H 1.750521 -3.941185 4.663930 -0.437 -0.373 -0.211
H 2.916054 -2.721374 4.410080 0.313 0.200 -0.218
H 3.695799 -4.231326 6.211359 -0.316 0.341 0.172
H 4.798881 -4.366126 4.895229 -0.171 -0.152 -0.432
H 2.292425 -7.454648 5.943026 0.283 0.004 -0.662
H 1.509774 -5.963769 5.281018 -0.235 -0.301 -0.030
H 2.372048 -5.987714 6.821368 -0.135 0.291 0.252
```
Positions in Å, forces in eV/Å.

Mulliken atomic charge list, values in e, 99 entries:
1 Sn 1.4944
2 N 0.6670
3 S 0.1732
4 O -0.6700
5 O -0.5557
6 F 0.1480
7 S 0.0751
8 O -0.1348
9 O -0.4262
10 F -0.2668
11 N -0.2668
12 S 0.8650
13 O -0.4728
14 O -0.5859
15 F -0.2738
16 S 0.8100
17 O -0.6482
18 O -0.5428
19 F -0.2598
20 C -0.7395
21 O -0.2402
22 C -0.1942
23 C 0.3188
24 N 0.0766
25 C -1.5610
26 C 0.3334
27 O 0.2358
28 C -1.0577
29 H 0.1955
30 H 0.3471
31 H 0.2547
32 H -0.3630
33 H 0.4534
34 H 0.2817
35 H -0.4981
36 H 0.3589
37 H 0.4599
38 H 0.4296
39 H 0.6093
40 H -0.4073
41 H -0.0879
42 H 0.5714
43 H 0.1638
44 C -0.3204
45 O -0.4518
46 C -1.2239
47 C 1.1261
48 N 0.1557
49 C -1.0499
50 C 1.2444
51 O -0.5349
52 C -0.1639
53 H 0.3753
54 H -0.2177
55 H 0.3620
56 H 0.4615
57 H 0.3295
58 H 0.2362
59 H -0.5415
60 H 0.2703
61 H 0.3539
62 H 0.4553
63 H -0.3240
64 H -0.1217
65 H 0.3241
66 H -0.0129
67 H 0.1170
68 C -0.7764
69 O -0.3146
70 C -0.8966
71 C -0.1587
72 N -0.3053
73 C -0.2660
74 C -0.2540
75 O -0.4203
76 C -0.4809
77 H 0.3250
78 H 0.3083
79 H 0.2403
80 H 0.4740
81 H 0.4544
82 H -0.0410
83 H 0.3749
84 H 0.3991
85 H 0.3676
86 H -0.1823
87 H 0.0151
88 H 0.4809
89 H 0.3037
90 H 0.3214
91 H -0.0040
92 C -0.7204
93 O -0.3329
94 C -0.3991
95 C -0.8219
96 N 0.0995
97 C 0.1589
98 C 0.2663
99 O -0.5574